Computed, not measured: CHIOS2 as an isolated structure at a distorted geometry, with the ωB97M-V functional and the def2-TZVPD basis.

energy above the lowest of the compared OMol25 structures with the same formula, charge and spin = 47.54 kcal per mole
HOMO = -8.297 eV
energy = -32869.5872 eV
strongest force on any atom = 2.9 eV Å⁻¹
gap between HOMO and LUMO = 7.4 eV
LUMO level = -0.0342 Ha

The geometry in ORCA input format:
```
! wB97M-V def2-TZVPD RIJCOSX def2/J DEFGRID3
* xyz 0 1
I -1.32831 0.31914 -1.92331
S 0.37179 1.50523 0.57652
S -0.86018 0.16881 1.55369
O -0.01909 -0.75708 -0.96929
C 0.46539 -0.33439 0.21146
H 1.37040 -0.90172 0.55092
*
```

---

Computed, not measured: a 2-piece molecular cluster, CHIOS2 overall, with the ωB97M-V functional and the def2-TZVPD basis.

energy above the lowest of the compared OMol25 structures with the same formula, charge and spin = 78.19 kcal per mole
HOMO (spin up / spin down) = -9.005 / -8.127 eV
energy = -32868.2580 eV
strongest force on any atom = 0.8 eV Å⁻¹
gap between HOMO and LUMO (spin up / spin down) = 8.2 / 6.6 eV
LUMO level (spin up / spin down) = -0.0300 / -0.0561 Ha

The geometry in ORCA input format:
```
! wB97M-V def2-TZVPD RIJCOSX def2/J DEFGRID3
* xyz 0 1
I -0.25424 -3.34074 -3.35221
S -1.64063 -2.46432 -1.56943
S 1.09005 1.76631 -1.18402
O -2.78834 -1.76498 -2.13549
C 0.37035 0.48083 -0.68535
H 0.16391 0.11932 0.30523
*
```

---

Computed, not measured: CHLiO2Pt as an isolated structure at a distorted geometry, with the ωB97M-V functional and the def2-TZVPD basis.

HOMO (spin up / spin down) = -7.353 / -7.623 eV
energy = -8593.1810 eV
strongest force on any atom = 5.6 eV Å⁻¹
gap between HOMO and LUMO (spin up / spin down) = 6.8 / 6.5 eV
LUMO level (spin up / spin down) = -0.0219 / -0.0407 Ha

The geometry in ORCA input format:
```
! wB97M-V def2-TZVPD RIJCOSX def2/J DEFGRID3
* xyz 0 3
Pt -0.86422 1.11100 0.10696
O -0.24482 1.55312 1.75057
O 0.14496 -0.32390 -0.35869
C 0.49426 -1.15677 -1.25355
Li 0.89108 0.19078 1.64686
H -0.42127 -1.37422 -1.89215
*
```

---

Computed, not measured: CHLiO3Tb as an isolated structure at a distorted geometry, with the ωB97M-V functional and the def2-TZVPD basis.

HOMO (spin up / spin down) = -17.715 / -16.957 eV
energy = -29815.2199 eV
strongest force on any atom = 12.5 eV Å⁻¹
gap between HOMO and LUMO (spin up / spin down) = 9.7 / 7.9 eV
LUMO level (spin up / spin down) = -0.2960 / -0.3323 Ha

The geometry in ORCA input format:
```
! wB97M-V def2-TZVPD RIJCOSX def2/J DEFGRID3
* xyz 2 8
Tb -5.20554 0.99681 -1.64183
O -4.08051 0.48745 0.19538
O -3.12815 0.35617 -2.12915
O -2.37709 0.16145 -1.20797
C -2.90937 0.21926 -0.06539
Li -2.11107 0.56776 -3.59020
H -2.24819 -0.29891 0.54456
*
```